Computed, not measured: a 11-piece molecular cluster, C99H209N11O11 overall at a distorted geometry, with wB97M-V/def2-TZVPD.

Last column: Löwdin charge in e.
CARTESIAN COORDINATES (ANGSTROEM)
C: 7.782 4.444 -0.278  -0.035
C: 6.626 5.504 -0.343  -0.508
C: 7.082 6.593 0.702  -0.031
C: 6.374 6.150 -1.681  -0.131
C: 5.871 5.108 -2.709  -0.166
C: 4.552 4.475 -2.216  -0.133
C: 4.587 3.938 -0.790  -0.483
C: 3.170 3.874 -0.210  -0.032
C: 5.248 2.497 -0.745  -0.015
N: 5.339 4.900 0.064  -0.094
O: 5.401 4.551 1.454  -0.024
H: 7.517 3.606 -0.958  0.056
H: 8.759 4.742 -0.701  0.086
H: 7.959 4.099 0.767  0.089
H: 8.143 6.909 0.495  0.098
H: 6.399 7.452 0.637  0.076
H: 6.929 6.278 1.748  0.076
H: 5.522 6.829 -1.514  0.114
H: 7.284 6.580 -2.055  0.117
H: 5.664 5.504 -3.732  0.116
H: 6.688 4.402 -2.959  0.109
H: 4.241 3.625 -2.891  0.126
H: 3.733 5.207 -2.395  0.117
H: 2.502 3.435 -1.005  0.091
H: 2.817 4.910 -0.128  0.063
H: 3.001 3.409 0.726  0.062
H: 4.367 1.927 -1.136  0.068
H: 5.630 2.264 0.295  0.091
H: 6.071 2.257 -1.411  0.061
H: 6.041 3.840 1.537  0.062
C: 7.050 -1.163 1.614  -0.026
C: 6.428 -2.227 2.556  -0.484
C: 5.346 -1.538 3.481  -0.011
C: 5.761 -3.387 1.834  -0.152
C: 6.737 -4.353 1.169  -0.153
C: 7.754 -4.864 2.190  -0.167
C: 8.481 -3.798 2.924  -0.505
C: 9.302 -4.521 4.010  -0.023
C: 9.534 -2.954 2.053  0.001
N: 7.404 -2.924 3.419  -0.094
O: 7.984 -2.088 4.440  -0.017
H: 7.805 -0.506 2.077  0.090
H: 7.477 -1.576 0.701  0.063
H: 6.227 -0.566 1.259  0.068
H: 5.780 -0.566 3.803  0.085
H: 4.393 -1.377 2.915  0.070
H: 5.167 -2.078 4.411  0.084
H: 5.265 -3.851 2.670  0.100
H: 5.031 -3.068 1.109  0.104
H: 6.240 -5.204 0.674  0.108
H: 7.304 -3.846 0.391  0.105
H: 8.457 -5.534 1.662  0.133
H: 7.232 -5.497 2.877  0.109
H: 9.911 -3.814 4.558  0.080
H: 9.916 -5.160 3.389  0.075
H: 8.650 -5.185 4.593  0.095
H: 10.122 -2.236 2.580  0.067
H: 9.056 -2.443 1.245  0.038
H: 10.236 -3.741 1.782  0.081
H: 8.520 -1.464 3.947  0.069
C: 3.124 -6.426 0.369  -0.016
C: 2.682 -6.616 1.828  -0.513
C: 3.904 -7.223 2.561  -0.014
C: 2.300 -5.235 2.395  -0.148
C: 1.810 -5.309 3.837  -0.155
C: 0.500 -6.131 3.710  -0.130
C: 0.758 -7.553 3.207  -0.479
C: 1.356 -8.480 4.224  -0.042
C: -0.644 -8.198 2.886  -0.023
N: 1.490 -7.437 1.869  -0.075
O: 1.870 -8.725 1.459  -0.023
H: 3.622 -7.375 0.056  0.098
H: 2.333 -6.167 -0.293  0.046
H: 3.868 -5.633 0.274  0.073
H: 4.669 -6.447 2.574  0.071
H: 3.799 -7.382 3.622  0.053
H: 4.276 -8.133 2.084  0.090
H: 3.168 -4.556 2.341  0.102
H: 1.546 -4.840 1.720  0.100
H: 2.584 -5.577 4.572  0.115
H: 1.563 -4.285 4.212  0.101
H: -0.014 -5.644 2.869  0.110
H: -0.053 -6.071 4.660  0.118
H: 0.790 -8.545 5.126  0.076
H: 2.331 -8.168 4.634  0.076
H: 1.336 -9.418 3.666  0.091
H: -1.327 -7.485 2.451  0.065
H: -1.062 -8.708 3.773  0.092
H: -0.551 -8.922 2.093  0.061
H: 1.161 -8.957 0.867  0.089
C: -0.728 -8.020 -4.124  -0.015
C: -1.803 -7.066 -3.619  -0.528
C: -3.065 -7.213 -4.594  -0.017
C: -2.335 -7.350 -2.254  -0.156
C: -1.270 -7.175 -1.161  -0.149
C: -0.807 -5.702 -1.250  -0.126
C: -0.315 -5.258 -2.577  -0.534
C: -0.286 -3.779 -2.571  -0.049
C: 1.081 -5.676 -3.041  -0.006
N: -1.374 -5.677 -3.533  -0.081
O: -0.963 -5.268 -4.827  -0.043
H: -1.245 -8.963 -4.333  0.096
H: -0.181 -7.513 -4.912  0.088
H: -0.065 -8.197 -3.308  0.044
H: -3.662 -8.076 -4.275  0.078
H: -3.717 -6.321 -4.512  0.058
H: -2.807 -7.283 -5.659  0.081
H: -3.137 -6.610 -2.054  0.133
H: -2.715 -8.406 -2.218  0.136
H: -1.610 -7.393 -0.167  0.090
H: -0.447 -7.876 -1.378  0.102
H: 0.012 -5.516 -0.500  0.125
H: -1.658 -5.062 -1.000  0.125
H: -1.259 -3.342 -2.382  0.065
H: -0.067 -3.421 -3.549  0.072
H: 0.413 -3.405 -1.842  0.065
H: 1.735 -5.028 -2.457  0.076
H: 1.196 -5.597 -4.106  0.081
H: 1.334 -6.707 -2.735  0.081
H: -1.549 -4.518 -5.063  0.111
C: -4.853 4.259 5.815  -0.017
C: -5.957 4.436 4.701  -0.484
C: -7.342 4.561 5.375  -0.034
C: -5.851 5.735 3.891  -0.138
C: -4.615 5.716 3.002  -0.178
C: -4.745 4.512 2.022  -0.123
C: -4.838 3.149 2.717  -0.497
C: -5.198 2.004 1.733  -0.008
C: -3.460 2.796 3.249  -0.018
N: -5.897 3.280 3.747  -0.066
O: -6.117 1.971 4.320  -0.018
H: -3.788 4.324 5.510  0.067
H: -5.026 5.062 6.551  0.082
H: -4.949 3.296 6.341  0.078
H: -8.051 4.747 4.586  0.077
H: -7.655 3.691 5.950  0.083
H: -7.247 5.439 6.029  0.084
H: -6.664 5.708 3.163  0.119
H: -5.943 6.562 4.619  0.131
H: -4.466 6.621 2.387  0.114
H: -3.672 5.594 3.509  0.080
H: -3.912 4.675 1.364  0.096
H: -5.633 4.712 1.431  0.115
H: -6.263 2.061 1.528  0.091
H: -5.071 1.049 2.266  0.077
H: -4.503 2.054 0.899  0.057
H: -2.812 2.594 2.406  0.074
H: -3.568 1.895 3.857  0.064
H: -3.113 3.572 3.875  0.046
H: -5.230 1.667 4.481  0.016
C: -5.812 -0.530 -5.823  0.004
C: -6.111 -1.364 -4.535  -0.457
C: -7.656 -1.136 -4.313  -0.025
C: -5.987 -2.859 -4.751  -0.183
C: -4.583 -3.347 -4.798  -0.167
C: -3.929 -2.907 -3.452  -0.117
C: -4.002 -1.414 -3.182  -0.530
C: -3.585 -1.212 -1.767  -0.039
C: -3.004 -0.644 -4.113  0.027
N: -5.397 -1.049 -3.261  -0.093
O: -5.488 0.266 -2.887  -0.046
H: -4.878 -0.781 -6.321  0.071
H: -6.540 -0.879 -6.488  0.066
H: -5.825 0.490 -5.447  0.070
H: -8.088 -1.828 -5.041  0.082
H: -8.038 -1.422 -3.332  0.086
H: -7.897 -0.120 -4.480  0.056
H: -6.506 -3.336 -3.907  0.130
H: -6.529 -3.228 -5.635  0.129
H: -4.551 -4.439 -4.972  0.096
H: -4.038 -2.940 -5.680  0.116
H: -2.910 -3.173 -3.477  0.069
H: -4.507 -3.386 -2.666  0.128
H: -2.677 -1.763 -1.590  0.065
H: -4.410 -1.583 -1.080  0.128
H: -3.446 -0.171 -1.566  0.055
H: -3.181 0.412 -3.842  0.075
H: -3.192 -0.918 -5.142  0.061
H: -1.958 -0.848 -3.895  0.072
H: -6.191 0.324 -2.234  0.125
C: -1.294 7.264 1.843  -0.021
C: -0.127 6.356 1.394  -0.501
C: 0.180 5.513 2.688  -0.018
C: -0.559 5.485 0.203  -0.108
C: -0.595 6.376 -1.099  -0.121
C: 0.894 6.878 -1.368  -0.107
C: 1.358 7.790 -0.233  -0.504
C: 2.867 7.972 -0.471  -0.029
C: 0.634 9.129 -0.307  -0.029
N: 1.074 7.125 1.084  -0.088
O: 1.561 7.954 2.137  -0.023
H: -0.888 7.903 2.594  0.067
H: -1.719 7.819 0.995  0.079
H: -1.990 6.577 2.312  0.057
H: 0.484 6.194 3.543  0.104
H: -0.723 5.016 2.968  0.044
H: 0.862 4.625 2.567  0.088
H: 0.214 4.692 0.151  0.101
H: -1.517 5.001 0.372  0.096
H: -0.985 5.825 -1.950  0.067
H: -1.338 7.143 -0.976  0.084
H: 0.947 7.368 -2.349  0.124
H: 1.532 5.996 -1.433  0.088
H: 3.065 8.447 -1.418  0.083
H: 3.429 7.033 -0.483  0.055
H: 3.285 8.552 0.348  0.082
H: 0.810 9.615 -1.255  0.084
H: 0.994 9.879 0.459  0.101
H: -0.403 8.998 -0.042  0.056
H: 0.838 8.606 2.279  0.087
C: 5.705 -1.275 -4.186  -0.030
C: 4.151 -1.093 -4.113  -0.519
C: 3.565 -2.381 -3.501  -0.016
C: 3.917 0.088 -3.171  -0.141
C: 2.463 0.581 -3.254  -0.170
C: 2.239 0.945 -4.700  -0.138
C: 2.358 -0.250 -5.628  -0.543
C: 1.198 -1.252 -5.418  -0.015
C: 2.302 0.324 -7.015  -0.042
N: 3.684 -0.884 -5.452  -0.067
O: 3.680 -2.119 -6.222  -0.033
H: 6.013 -1.285 -3.114  0.087
H: 5.955 -2.210 -4.688  0.078
H: 6.224 -0.442 -4.674  0.080
H: 4.368 -2.875 -2.927  0.092
H: 2.734 -2.107 -2.884  0.046
H: 3.360 -3.104 -4.283  0.080
H: 4.082 -0.170 -2.125  0.100
H: 4.573 0.895 -3.493  0.113
H: 1.835 -0.240 -2.904  0.076
H: 2.228 1.347 -2.533  0.087
H: 3.003 1.615 -5.086  0.119
H: 1.262 1.418 -4.845  0.127
H: 1.097 -1.551 -4.369  0.054
H: 1.360 -2.110 -6.102  0.094
H: 0.238 -0.843 -5.698  0.075
H: 3.252 0.877 -7.185  0.102
H: 1.420 0.972 -7.114  0.097
H: 2.278 -0.551 -7.667  0.079
H: 4.027 -1.816 -7.072  0.105
C: -1.786 0.425 0.697  -0.001
C: -0.427 1.011 0.283  -0.491
C: -0.678 1.986 -0.850  -0.035
C: 0.297 1.805 1.351  -0.145
C: 0.898 0.988 2.457  -0.155
C: 1.903 0.060 1.788  -0.107
C: 1.178 -0.825 0.772  -0.475
C: 2.234 -1.605 0.040  -0.048
C: 0.264 -2.005 1.339  0.012
N: 0.537 -0.012 -0.266  -0.044
O: -0.198 -0.841 -1.178  -0.043
H: -2.536 1.244 0.555  0.077
H: -1.977 -0.469 0.132  0.054
H: -1.718 0.269 1.762  0.059
H: 0.322 2.181 -1.263  0.079
H: -1.266 1.593 -1.686  0.075
H: -1.185 2.864 -0.397  0.072
H: 1.012 2.352 0.741  0.089
H: -0.354 2.582 1.782  0.114
H: 1.409 1.546 3.201  0.104
H: 0.190 0.441 3.069  0.093
H: 2.434 -0.519 2.525  0.100
H: 2.624 0.722 1.237  0.136
H: 2.877 -0.896 -0.494  0.079
H: 1.810 -2.354 -0.665  0.072
H: 2.807 -2.203 0.744  0.071
H: 0.852 -2.574 2.051  0.072
H: 0.083 -2.664 0.515  0.062
H: -0.620 -1.660 1.802  0.032
H: -0.017 -0.471 -2.053  0.084
C: -2.468 3.702 -3.720  -0.008
C: -3.871 4.006 -3.131  -0.531
C: -3.973 3.184 -1.862  -0.026
C: -3.932 5.472 -2.783  -0.150
C: -5.312 6.050 -2.414  -0.152
C: -6.173 5.813 -3.667  -0.153
C: -6.313 4.337 -4.033  -0.463
C: -7.207 3.456 -3.077  0.005
C: -6.863 4.327 -5.464  -0.034
N: -4.890 3.828 -4.147  -0.092
O: -4.786 2.512 -4.641  -0.040
H: -1.750 4.424 -3.280  0.072
H: -2.087 2.669 -3.701  0.072
H: -2.644 3.989 -4.750  0.085
H: -4.920 3.478 -1.353  0.073
H: -4.122 2.147 -2.063  0.053
H: -3.213 3.416 -1.113  0.070
H: -3.228 5.725 -1.954  0.110
H: -3.513 5.990 -3.601  0.108
H: -5.692 5.632 -1.488  0.093
H: -5.340 7.148 -2.215  0.121
H: -5.753 6.379 -4.521  0.125
H: -7.144 6.270 -3.444  0.120
H: -7.183 2.427 -3.395  0.057
H: -8.198 3.875 -3.138  0.079
H: -6.956 3.448 -2.034  0.057
H: -6.196 5.034 -6.021  0.097
H: -7.847 4.825 -5.417  0.091
H: -6.881 3.386 -5.963  0.065
H: -5.162 1.905 -3.968  0.047
C: -2.274 -4.287 5.950  -0.029
C: -2.380 -2.846 5.422  -0.494
C: -1.288 -2.636 4.228  0.000
C: -3.753 -2.682 4.894  -0.165
C: -4.041 -1.246 4.587  -0.195
C: -3.903 -0.461 5.863  -0.148
C: -2.496 -0.542 6.412  -0.501
C: -1.507 0.431 5.617  -0.013
C: -2.545 0.057 7.888  -0.033
N: -2.123 -1.916 6.506  -0.069
O: -0.717 -2.040 6.903  -0.008
H: -1.368 -4.510 6.456  0.059
H: -3.060 -4.325 6.713  0.087
H: -2.481 -5.027 5.175  0.088
H: -1.457 -1.616 3.888  0.037
H: -0.249 -2.721 4.561  0.071
H: -1.516 -3.310 3.395  0.083
H: -3.867 -3.143 3.924  0.129
H: -4.492 -3.060 5.583  0.126
H: -3.480 -0.869 3.740  0.099
H: -5.097 -1.235 4.241  0.129
H: -4.660 -0.818 6.616  0.147
H: -4.138 0.615 5.683  0.102
H: -1.627 1.445 5.978  0.073
H: -1.712 0.433 4.542  0.043
H: -0.494 0.019 5.833  0.090
H: -3.147 -0.583 8.531  0.074
H: -3.002 1.079 7.923  0.085
H: -1.520 0.181 8.295  0.082
H: -0.819 -2.520 7.705  0.083

multiplicity: 1
highest occupied orbital energy: -0.301 Eh
gap between HOMO and LUMO: 8.641 eV
LUMO level: 0.4463 eV
relative energy (zero: lowest compared OMol25 entry of this formula, charge and spin): 194.1 kJ/mol
SMILES: CC1(C)CCCC(C)(C)N1O.CC1(C)CCCC(C)(C)N1O.CC1(C)CCCC(C)(C)N1O.CC1(C)CCCC(C)(C)N1O.CC1(C)CCCC(C)(C)N1O.CC1(C)CCCC(C)(C)N1O.CC1(C)CCCC(C)(C)N1O.CC1(C)CCCC(C)(C)N1O.CC1(C)CCCC(C)(C)N1O.CC1(C)CCCC(C)(C)N1O.CC1(C)CCCC(C)(C)N1O